ORCA calculation (the ωB97M-V functional and the def2-TZVPD basis) on a structure of composition C5H10N2O2 at a distorted geometry.

Element x y z (Å)
C  0.05  -0.60  -0.31
C  -0.38  -0.15  1.39
C  -0.41  0.01  -1.62
C  1.03  0.89  0.41
N  0.99  -1.60  -0.33
N  0.50  2.11  0.18
C  -1.44  -0.89  0.61
O  2.19  0.66  0.60
O  -2.50  -0.31  0.27
H  1.96  -1.30  -0.39
H  0.88  -2.35  0.34
H  -0.48  2.22  -0.02
H  1.13  2.89  0.06
H  -0.75  0.76  1.83
H  0.30  -0.73  2.01
H  -1.40  -1.98  0.79
H  -1.26  0.68  -1.45
H  -0.78  -0.82  -2.22
H  0.38  0.53  -2.15

As for the energy relative to the best compared isomer or geometry (same formula, charge and spin): 479.2 kJ/mol. As for the spin multiplicity: 1. The frontier orbital gap comes out at 8.42 eV.


ORCA calculation (the ωB97M-V functional and the def2-TZVPD basis) on a structure of composition C16H30N3OPSiW at a distorted geometry.

Element x y z (Å)
W  -0.80  -0.24  -0.08
Si  -0.06  -2.20  -1.27
P  0.40  1.19  -1.54
N  -2.50  0.09  -0.29
H  2.61  0.05  0.34
C  0.76  2.93  -1.10
H  1.16  3.50  -1.96
H  1.52  2.97  -0.31
H  -0.13  3.45  -0.73
C  1.92  0.73  -2.46
H  2.24  1.58  -3.09
H  1.75  -0.12  -3.12
H  2.74  0.49  -1.77
C  -0.77  1.41  -2.95
H  -0.33  2.11  -3.67
H  -1.73  1.83  -2.64
H  -0.97  0.48  -3.48
C  1.73  -2.88  -1.19
H  2.07  -3.03  -0.16
H  2.43  -2.22  -1.73
H  1.66  -3.85  -1.70
H  -0.86  -3.34  -0.74
H  -0.29  -2.07  -2.74
C  -3.82  0.21  -0.50
C  -5.89  1.21  0.13
C  -4.51  1.24  0.18
C  -4.45  -0.76  -1.31
C  -5.83  -0.76  -1.34
C  -6.53  0.22  -0.63
H  -6.45  1.94  0.69
H  -3.92  1.96  0.75
H  -3.83  -1.50  -1.82
H  -6.36  -1.53  -1.89
H  -7.61  0.20  -0.62
C  4.12  0.22  1.31
O  3.48  -0.32  0.27
C  3.37  0.81  2.43
H  4.07  1.45  3.01
H  3.05  0.06  3.17
H  2.50  1.44  2.14
C  5.55  0.03  1.13
H  6.15  0.94  1.06
H  5.59  -0.50  0.17
H  6.03  -0.58  1.91
N  -0.19  -0.57  3.96
C  0.46  -1.76  3.63
C  0.58  -1.78  2.29
N  -0.05  -0.63  1.78
C  -0.46  0.10  2.83
H  -0.45  -0.26  4.89
H  0.74  -2.50  4.37
H  1.01  -2.50  1.61
H  -0.91  1.07  2.78

As for the spin multiplicity: 1. The net charge is +2. The frontier orbital gap (spin up / spin down) comes out at 4.16 / 4.29 eV.


ORCA calculation (the ωB97M-V functional and the def2-TZVPD basis) on a cluster of 4 separate species, C22H38N4O6P2 in total at a distorted geometry.

Element x y z (Å)
C  4.51  -0.40  1.44
C  3.54  -0.70  0.29
P  2.53  0.72  -0.31
C  3.71  1.65  -1.37
C  2.25  1.66  1.26
C  1.03  1.37  1.92
P  -0.02  0.03  1.20
C  -1.13  -0.49  2.60
C  -1.13  1.00  0.12
C  0.68  2.04  3.11
C  1.50  2.97  3.70
C  2.70  3.23  3.07
C  3.07  2.61  1.88
C  4.43  3.13  1.57
O  5.06  3.23  0.56
N  4.96  3.63  2.86
O  5.84  4.71  2.63
C  3.79  4.12  3.54
O  3.75  5.05  4.28
H  3.94  -0.34  2.37
H  5.24  -1.21  1.57
H  5.05  0.53  1.29
H  2.80  -1.42  0.63
H  4.04  -1.13  -0.58
H  3.52  2.72  -1.38
H  3.60  1.21  -2.36
H  4.75  1.51  -1.05
H  -0.95  0.07  3.51
H  -2.16  -0.36  2.29
H  -0.96  -1.55  2.77
H  -1.92  1.51  0.67
H  -0.53  1.77  -0.37
H  -1.56  0.36  -0.65
H  -0.26  1.79  3.59
H  1.25  3.47  4.63
H  6.72  4.31  2.67
C  -4.85  -2.21  -2.25
C  -4.19  -0.84  -2.26
O  -3.02  -0.70  -1.97
N  -4.96  0.21  -2.61
C  -6.37  0.23  -2.99
H  -4.11  -2.94  -1.95
H  -5.68  -2.23  -1.54
H  -5.23  -2.46  -3.24
H  -4.47  1.09  -2.60
H  -6.49  0.62  -3.99
H  -6.94  0.85  -2.29
H  -6.78  -0.78  -2.97
C  -9.26  -1.96  -6.21
C  -8.24  -0.85  -6.34
O  -8.11  0.01  -5.48
N  -7.48  -0.83  -7.47
C  -7.50  -1.75  -8.58
H  -9.78  -1.83  -5.27
H  -9.99  -1.92  -7.02
H  -8.77  -2.93  -6.22
H  -6.82  -0.06  -7.50
H  -6.53  -2.24  -8.70
H  -7.74  -1.23  -9.51
H  -8.25  -2.52  -8.42
C  6.35  -0.78  4.57
C  5.51  -2.02  4.79
O  4.38  -2.13  4.34
N  6.06  -3.02  5.52
C  7.37  -3.08  6.13
H  5.79  -0.07  3.97
H  6.61  -0.32  5.52
H  7.27  -1.04  4.04
H  5.45  -3.82  5.64
H  7.95  -3.91  5.73
H  7.29  -3.20  7.21
H  7.92  -2.16  5.93

As for the energy relative to the best compared isomer or geometry (same formula, charge and spin): 0.0 kJ/mol. Its SMILES is CCP(C)c1c(P(C)C)ccc2c1C(=O)N(O)C2=O.CNC(C)=O.CNC(C)=O.CNC(C)=O. As for the spin multiplicity: 1. The frontier orbital gap comes out at 7.26 eV.


ORCA calculation (the ωB97M-V functional and the def2-TZVPD basis) on a structure of composition C7H28B3F3HgO5S at a distorted geometry.

Element x y z (Å)
Hg  -0.35  -0.32  1.08
B  0.62  -4.09  -0.58
H  1.28  -4.17  0.27
H  0.96  -4.80  -1.32
H  -0.40  -4.25  -0.28
H  0.70  -3.07  -0.94
B  -1.61  -2.23  4.38
H  -0.57  -2.39  4.15
H  -1.89  -2.78  5.26
H  -1.73  -1.17  4.59
H  -2.23  -2.54  3.55
B  -1.07  3.37  3.25
H  -0.64  4.33  3.47
H  -1.95  3.08  3.80
H  -1.41  3.34  2.22
H  -0.34  2.58  3.40
C  5.68  -2.76  3.51
F  6.58  -2.93  4.50
F  6.34  -3.01  2.36
F  4.56  -3.53  3.67
S  5.15  -0.87  3.50
O  3.99  -0.83  2.59
O  4.82  -0.41  4.83
O  6.27  -0.19  2.88
C  -5.35  -2.45  -1.96
C  -4.48  -1.38  -2.73
C  -5.12  -0.76  -4.02
O  -4.12  -0.40  -1.77
H  -5.50  -3.37  -2.53
H  -6.33  -2.04  -1.75
H  -4.99  -2.76  -0.98
H  -3.55  -1.89  -2.96
H  -5.14  -1.42  -4.89
H  -4.67  0.18  -4.34
H  -6.20  -0.62  -3.96
H  -4.84  0.24  -1.78
C  3.57  3.83  -2.30
C  2.06  3.66  -2.11
C  1.28  4.51  -3.06
O  1.63  2.36  -2.17
H  3.98  4.84  -2.39
H  3.92  3.22  -3.13
H  4.03  3.47  -1.38
H  1.79  4.16  -1.18
H  1.39  4.20  -4.10
H  1.41  5.58  -2.92
H  0.20  4.43  -2.91
H  2.24  2.03  -2.83

As for the energy relative to the best compared isomer or geometry (same formula, charge and spin): 1021.2 kJ/mol. As for the spin multiplicity: 1. The net charge is -2. The frontier orbital gap comes out at 2.36 eV.